{"formula": "C35H22N5S9Zr", "method": "ωB97M-V with the def2-TZVPD basis set", "relative_energy_ev": 0.000, "e_homo_ev": -5.0, "orbital_gap_ev": 6.7, "spin_multiplicity": 1, "charge": -1, "lumo_ev": 1.633, "elements": ["Zr", "S", "C", "C", "C", "C", "C", "C", "S", "C", "C", "C", "C", "C", "C", "C", "S", "C", "C", "C", "C", "C", "C", "S", "N", "H", "H", "H", "H", "H", "H", "H", "H", "H", "H", "H", "H", "H", "H", "H", "S", "C", "C", "C", "C", "N", "C", "C", "C", "S", "C", "N", "H", "H", "S", "C", "S", "C", "N", "N", "C", "C", "C", "C", "C", "C", "S", "H", "H", "H", "H", "H"], "coordinates": [[-0.94, -0.65, -0.45], [-2.89, 1.18, -0.99], [-3.81, 0.72, -2.40], [-5.05, 1.30, -2.67], [-5.78, 0.95, -3.79], [-5.29, 0.00, -4.69], [-4.06, -0.59, -4.44], [-3.33, -0.22, -3.32], [-1.78, -1.02, -3.00], [-0.62, 0.03, -3.92], [0.08, 1.13, -3.17], [0.56, 2.19, -3.92], [1.28, 3.20, -3.31], [1.49, 3.12, -1.94], [0.98, 2.04, -1.24], [1.14, 1.95, 0.25], [-0.56, 1.69, 0.83], [-0.54, 1.35, 2.56], [0.08, 2.20, 3.47], [-0.07, 1.99, 4.83], [-0.91, 0.97, 5.26], [-1.56, 0.15, 4.35], [-1.37, 0.31, 2.97], [-2.19, -0.77, 1.86], [0.28, 1.05, -1.85], [-5.45, 2.02, -1.96], [-6.74, 1.41, -3.97], [-5.87, -0.28, -5.56], [-3.67, -1.35, -5.11], [-1.17, 0.45, -4.76], [0.13, -0.66, -4.31], [0.37, 2.22, -4.99], [1.65, 4.04, -3.88], [2.03, 3.88, -1.41], [1.55, 2.88, 0.64], [1.76, 1.11, 0.54], [0.70, 3.02, 3.11], [0.45, 2.62, 5.54], [-1.04, 0.80, 6.32], [-2.19, -0.65, 4.70], [-1.97, -2.95, -0.30], [-1.38, -3.89, -1.66], [-2.08, -5.03, -2.03], [-1.64, -5.87, -3.05], [-2.40, -7.03, -3.40], [-3.03, -7.95, -3.68], [-0.45, -5.55, -3.72], [0.25, -4.41, -3.37], [-0.19, -3.56, -2.35], [0.74, -2.13, -1.99], [0.04, -6.38, -4.79], [0.46, -7.02, -5.64], [-2.99, -5.28, -1.50], [1.17, -4.17, -3.89], [2.25, -0.49, 6.46], [2.26, -0.50, 4.80], [1.30, -1.59, 3.85], [1.80, -0.79, 2.38], [2.62, 0.19, 2.58], [2.88, 0.34, 3.93], [3.72, 1.44, 4.26], [4.66, 1.35, 5.28], [5.47, 2.44, 5.55], [5.35, 3.62, 4.83], [4.42, 3.69, 3.80], [3.60, 2.61, 3.52], [1.33, -1.41, 0.82], [4.76, 0.44, 5.84], [6.20, 2.37, 6.35], [5.98, 4.47, 5.05], [4.32, 4.60, 3.22], [2.89, 2.64, 2.71]]}